1.
The following is a DFT calculation (ωB97M-V with the def2-TZVPD basis set) of C36H98O14V as an isolated structure.

Structure (ORCA input):
```
! RIJCOSX wB97M-V def2-TZVPD def2/J DEFGRID3
* xyz 0 4
V -0.39621 0.49096 -0.47098
O 0.50271 -3.53423 -2.28535
O -0.70525 0.33054 -2.79515
O 0.05875 0.80474 1.78445
O 2.88691 -1.89660 -2.49622
O 2.48165 -0.58493 1.87852
O -2.50227 0.77183 -0.46047
O 2.79817 2.38467 -1.74162
O -0.48062 -1.74529 -0.38104
O -3.42232 1.03891 -2.90806
O 1.73300 0.10832 -0.73593
O 0.29715 2.59909 -0.62744
O -5.45821 -3.28156 4.74469
O -3.77819 2.64276 1.23098
O 2.12450 1.84573 5.57367
C -4.11258 -3.14828 4.39904
C -5.98191 1.85661 0.88925
C -0.61625 1.87819 -4.65973
C -4.64947 1.72671 -2.89509
C 1.20603 -5.82300 -2.52470
C 0.85089 -4.25172 -4.49046
C -4.30633 3.19862 -2.47599
C 3.28750 2.15112 3.61571
C 5.15466 -1.10449 -2.31789
C -1.15592 2.05335 3.41642
C 4.25980 2.17819 0.12403
C 3.36217 -2.52692 0.72323
C -0.98395 4.16770 -1.65794
C 3.44132 -1.63316 1.93324
C -5.23700 2.75023 3.11439
C 4.21581 0.86199 5.66072
C -4.07329 -2.33685 3.12314
C -0.57711 3.63979 -0.34237
C -5.26172 1.52061 -4.28014
C 0.12454 4.69704 0.51478
C 4.88598 -1.00794 2.11598
C -3.51264 -4.54309 4.40646
C -0.94579 0.69667 2.73461
C 0.34595 -4.68722 -3.10339
C 4.27168 -2.00837 -4.48502
C 3.94043 -1.24903 -3.20046
C -2.22385 -3.30428 -0.46651
C 4.58027 4.00387 -1.72921
C -0.61812 -0.42425 3.69433
C -1.35160 -2.44969 0.43921
C 0.17248 -0.64469 -4.78517
C 3.01857 1.15029 4.76087
C 0.02852 0.65232 -3.92032
C -4.86154 1.95117 1.86950
C -0.64128 -3.32091 1.52604
C 4.11552 2.63238 -1.33180
H 5.65806 3.96388 -1.88690
H -1.56873 5.08751 -1.65037
H -0.49632 -4.35027 1.19815
H -5.64139 1.61286 -0.11710
H -6.24408 1.96969 -4.42641
H 2.44338 -1.19163 -2.01882
H -1.93868 -1.68965 0.95474
H 4.00168 -3.39461 0.88527
H -0.10354 2.01117 -5.61238
H -0.22573 2.31766 3.91940
H 4.50951 1.76008 6.20411
H -5.16033 3.84862 -2.28552
H 2.34736 -2.92414 0.70131
H -1.48133 3.23680 0.11380
H 0.98089 0.99615 -3.51675
H -1.98491 2.00778 4.12268
H -3.26947 1.98307 0.75389
H -0.87924 -0.16533 4.72043
H 4.94637 -0.52220 -1.42031
H 2.68998 2.48172 6.01793
H 2.13260 -0.49031 0.98925
H 3.99430 0.08743 6.39495
H -0.11881 4.40588 -2.27674
H -2.74661 -2.57703 -1.08773
H 0.62267 -6.23801 -1.70277
H -4.32496 2.91643 3.68768
H 2.68160 0.04736 -0.96171
H -4.61387 1.95745 -5.04012
H 3.61589 1.32341 0.33098
H -3.66736 -5.14972 5.29874
H 1.16812 -6.66131 -3.22033
H 1.85909 -3.83743 -4.48978
H -5.35987 0.45130 -4.46736
H 1.38577 -3.18000 -2.41306
H -4.44842 1.01288 2.23969
H -1.57516 3.40327 -2.16214
H -1.63491 0.41001 -3.02102
H 2.60629 1.51427 -1.38499
H 5.56755 -2.01518 -1.88400
H 3.80490 1.63624 2.80620
H 4.26829 4.76486 -1.01391
H 3.56082 -0.27728 -3.51620
H 4.01830 2.93745 0.86788
H 4.73041 2.01531 -1.98697
H -1.89870 0.43933 2.27219
H -0.47843 5.58767 0.69167
H -1.20755 -3.39218 2.45467
H -6.65873 1.05819 1.19346
H 0.92237 0.82483 2.20321
H 2.23962 -5.64433 -2.22828
H -1.68613 -4.02244 -1.08554
H 5.29974 1.88571 0.26918
H 0.46338 -0.55989 3.70213
H 0.79126 -5.13328 -5.12873
H -1.63871 1.74774 -5.01422
H -5.66834 3.73115 2.91477
H -6.49810 2.81184 0.79353
H 3.58272 -1.97747 -0.19195
H 3.86513 3.02534 3.91602
H -5.37265 1.25791 -2.22775
H -3.93158 -5.17536 3.62363
H -2.44983 -4.48053 4.17274
H 2.57079 0.25234 4.33510
H 0.29609 -2.89496 1.88380
H 4.76740 -1.33807 -5.18721
H -4.27131 -2.93318 2.23247
H 0.49994 -1.49288 -4.18396
H -2.97540 -3.80007 0.14788
H -0.58685 2.77140 -4.03570
H 1.18117 2.88035 -0.87441
H 4.99980 -0.55069 3.09886
H 0.35128 4.27669 1.49457
H -0.72377 -4.89647 -3.10196
H 4.79111 -2.95271 -4.32217
H 5.63783 -1.78527 1.97957
H -5.47094 -3.76257 5.57539
H -0.73749 -0.89471 -5.33063
H 0.91245 -0.52378 -5.57633
H 3.27402 -2.26040 2.80884
H -3.11041 0.96171 -2.00343
H -1.02239 -1.39646 3.41244
H -3.72347 3.72703 -3.23042
H -3.09423 -1.87119 3.01044
H 1.06438 5.05008 0.09032
H 4.05987 4.37808 -2.61084
H 5.92856 -0.58647 -2.88432
H 5.08251 -0.28707 1.32237
H -0.06788 -2.44343 -0.89471
H -5.90576 2.17812 3.75748
H 3.32302 -2.25230 -4.96317
H -3.58640 -2.59258 5.17521
H 0.25949 -3.46609 -4.96071
H 5.06088 0.58261 5.03151
H -3.21454 0.10348 -0.43823
H -4.81318 -1.53870 3.18327
H 2.34376 2.49276 3.19059
H -3.74038 3.25070 -1.54589
H -1.43658 2.85612 2.73460
*
```

⟨S²⟩ ... 3.75
Lowest unoccupied orbital energy (alpha / beta) ... 0.66 / 0.66 eV

Atom charges from the Mulliken analysis, given in e for atoms 1 to 4: atom 1 (V): 1.118, atom 2 (O): -0.209, atom 3 (O): 0.240, atom 4 (O): 1.652



2.
The following is a DFT calculation (ωB97M-V with the def2-TZVPD basis set) of a 9-piece molecular cluster, C36H99N9O9 overall.

Structure (ORCA input):
```
! RIJCOSX wB97M-V def2-TZVPD def2/J DEFGRID3
* xyz 0 1
O 9.49716 -25.89830 -3.45336
O 3.99734 -19.01488 -2.62974
O 2.43347 -29.42823 -1.44191
O 8.26292 -24.06995 5.23850
O 1.89982 -30.17161 3.51193
O 10.52041 -20.05933 0.83040
O 6.33178 -15.90292 1.26605
O 1.21304 -21.91536 3.89186
O 5.88868 -24.76864 0.52002
N 6.43447 -21.91544 -0.04346
N 8.10341 -23.05330 -2.75860
N 10.97588 -20.95890 -2.85790
N 5.04482 -28.82124 -1.67034
N -0.08612 -19.56377 4.02842
N 0.87446 -18.19826 -2.82935
N 8.48490 -25.31521 1.77486
N 5.31224 -13.57479 2.50194
N 4.67059 -28.90058 3.25203
C 3.56473 -13.23420 0.92934
C 5.01990 -29.00309 -4.30850
C 4.87284 -19.91752 -1.97926
C 8.42552 -25.19373 -4.12667
C 4.28564 -28.63532 -2.89924
C 7.61182 -24.40739 -3.07531
C 2.89878 -29.31061 -2.78949
C 1.93437 -23.09550 4.08193
C 1.35041 -31.26967 2.75366
C 0.32371 -21.63347 4.93163
C 6.12014 -24.31806 -3.28446
C 4.48530 -30.31487 3.36247
C 11.34176 -20.42714 -1.57253
C -1.76570 -21.00982 3.51617
C 7.48753 -23.01402 5.80376
C 8.06002 -24.07990 3.85709
C 2.10566 -17.51361 -2.26967
C 3.13939 -30.37119 4.19809
C 5.33929 -15.10282 0.62868
C 3.04754 -18.56558 -1.60594
C 10.13710 -20.47578 -0.54545
C 10.29529 -24.82832 3.15915
C 8.83177 -25.17544 3.18659
C 1.10082 -29.92820 -1.26396
C 5.78582 -30.97658 4.03218
C -0.79302 -20.64094 4.62457
C 5.72935 -17.07157 1.85028
C 4.47216 -21.34628 1.30939
C 11.97414 -19.08100 -1.89123
C 5.22877 -26.01525 0.41668
C 1.57558 -16.61828 -1.13518
C 9.00165 -27.23865 -3.06496
C 4.44440 -14.29588 1.56645
C 9.37356 -19.60588 1.51474
C 5.49380 -22.37427 0.89557
C 5.01477 -23.71442 0.26341
H 8.18300 -23.11944 3.35660
H 2.41212 -16.31980 -0.50336
H 4.77759 -20.31318 1.47533
H 7.04392 -24.41631 3.65101
H 11.45968 -21.82760 -3.03508
H 5.40797 -28.59821 2.63160
H 4.74905 -13.39959 3.32183
H 0.47638 -17.55129 -3.49498
H 0.26755 -31.20136 2.85774
H 8.13015 -22.47013 -3.58280
H 6.50085 -17.76058 2.19400
H 1.19755 -15.63871 -1.42781
H 8.88557 -24.58438 -4.90458
H 8.59175 -26.09226 3.72505
H 5.95607 -22.67318 1.83635
H 7.97008 -22.05269 5.62757
H 4.74206 -15.52272 -0.18069
H -1.36858 -20.47066 5.53442
H 5.60774 -30.90749 5.10531
H 4.69201 -28.28576 -5.06085
H 0.32763 -29.17517 -1.41638
H 4.29086 -30.85991 2.43878
H 5.32653 -17.61130 0.99324
H 1.30741 -23.97573 4.22417
H 8.08644 -27.23999 -2.47293
H 7.82584 -25.79365 -4.81120
H 1.17632 -18.84838 -3.54092
H 3.95538 -21.63417 2.22491
H 3.74226 -21.17853 0.51743
H 4.37677 -20.75359 -1.48632
H 0.76539 -21.26450 5.85732
H 2.91728 -13.74745 0.21837
H 2.62488 -23.10663 4.92524
H 2.56470 -16.91413 -3.05580
H 7.29741 -21.72769 0.44661
H -2.36925 -21.82411 3.91713
H 11.34804 -18.45211 -2.52416
H 4.05018 -12.36759 0.48054
H -2.43955 -20.18451 3.28624
H 4.04539 -23.82063 0.75037
H 0.64256 -19.14734 4.59029
H 12.10606 -18.46997 -0.99828
H 2.89752 -13.01230 1.76223
H 4.69354 -26.12681 -0.52627
H 5.57326 -29.67078 -1.53200
H 6.68650 -30.49075 3.65690
H 5.48842 -20.39563 -2.74122
H 1.82695 -32.18984 3.09176
H 4.28295 -28.98205 -1.02706
H 5.49907 -23.54109 -2.83871
H 3.93883 -27.60227 -2.92436
H 9.09465 -23.15951 -2.59652
H 0.50774 -19.93558 3.30096
H 3.03534 -31.35177 4.66258
H 9.61128 -19.52723 2.57559
H 5.59818 -19.45665 -1.30874
H 0.88572 -17.13392 -0.46711
H 7.22078 -23.15571 6.85108
H 9.64529 -27.69379 -2.31220
H 8.58103 -20.35338 1.54990
H 2.87345 -30.27774 -3.29160
H 0.93224 -30.79104 -1.90832
H 10.04248 -21.26107 -2.61798
H 10.99957 -25.65909 3.11536
H 5.82924 -32.02768 3.74685
H 6.78492 -22.58267 -0.71582
H 2.50263 -19.47009 -1.33569
H 3.86204 -28.43200 2.86892
H 8.98720 -18.66759 1.11668
H 9.37829 -19.75693 -0.85460
H 2.53825 -23.27069 3.19158
H 8.86136 -26.09888 1.26081
H 4.90487 -30.04742 -4.59880
H 4.99853 -16.85445 2.62929
H 9.71431 -21.46631 -0.37758
H -1.39492 -21.30275 2.53392
H 3.69022 -18.12181 -0.84559
H 6.09112 -28.96129 -4.11145
H 12.95271 -19.19255 -2.35818
H -0.11942 -22.53821 5.34779
H 2.21227 -28.71232 -3.38853
H 6.48911 -22.89427 5.38315
H 5.93290 -14.34794 0.11303
H 4.75126 -23.64293 -0.79184
H 9.06026 -28.03299 -3.80906
H 10.73002 -24.36338 4.04400
H 4.49442 -26.11998 1.21534
H 0.91982 -30.31752 -0.26209
H 3.84064 -14.99788 2.14157
H 1.55014 -30.99279 1.71851
H 7.49943 -25.39319 1.56784
H 5.99539 -14.19908 2.90649
H 5.67148 -25.26635 -2.98852
H 5.93809 -24.14633 -4.34533
H 7.74897 -24.93247 -2.13001
H 3.25691 -29.72574 5.06854
H 12.07695 -21.08530 -1.10945
H 6.00533 -26.77670 0.34422
H 10.47968 -24.01241 2.46029
*
```

SMILES ... COC[C@H](C)N.COC[C@H](C)N.COC[C@H](C)N.COC[C@H](C)N.COC[C@H](C)N.COC[C@H](C)N.COC[C@H](C)N.COC[C@H](C)N.COC[C@H](C)N
Lowest unoccupied orbital energy ... 0.37 eV

Atom charges from the Mulliken analysis, given in e for atoms 1 to 4: atom 1 (O): -0.381, atom 2 (O): -0.486, atom 3 (O): -0.283, atom 4 (O): -0.429